No. 1
Computed, not measured: a 19-piece molecular cluster, H39O19 overall, with ωB97M-V/def2-TZVPD.

## Properties
**Net charge**: 0
**2S+1**: 2
**E_LUMO (spin up / spin down)**: -0.13 / -0.29 eV
**HOMO level (spin up / spin down)**: -2.606 / -10.612 eV
**Relative energy (zero: lowest compared OMol25 entry of this formula, charge and spin)**: 549.3 kJ/mol

Cartesian coordinates (Å):
O (-3.676468, -1.191645, -2.566430)
H (3.319605, -0.374043, -1.122876)
H (-3.208394, -0.792823, -3.396311)
O (-1.875360, 3.126382, 0.163733)
H (-2.392522, 2.711173, -0.525099)
H (-2.459054, -1.472378, 4.020524)
O (4.094348, 1.623024, 0.815539)
H (-1.527281, 1.037382, -2.305355)
H (3.093508, -0.966927, -2.422574)
O (-0.035455, 1.463028, 0.627392)
H (-0.232840, 0.809845, 1.329584)
H (4.552736, 1.910130, -0.132629)
O (-0.037421, -0.929328, 2.022532)
H (-0.073976, -1.025175, 2.841729)
H (-1.022316, -1.007381, 1.773021)
O (0.997801, 1.630728, -2.345083)
H (-1.345950, 1.507717, -4.670857)
H (1.577686, 0.793923, -2.597402)
O (0.100617, 3.562316, -1.360340)
H (0.943757, -3.919156, 2.875663)
H (-1.048183, 3.477064, -0.227840)
O (3.729169, -0.431743, -1.982423)
H (0.085433, 4.381193, -1.772987)
O (-3.479346, -0.396333, 2.388021)
H (-4.000536, 0.131684, 2.986184)
H (-3.834975, -1.272933, 2.220290)
O (2.035776, 1.679431, 2.089934)
H (-1.238345, 2.218700, 0.462345)
H (0.927280, 1.665236, 1.006893)
O (0.294190, -3.241197, 2.811620)
H (4.403315, 0.758821, 0.992634)
H (-0.553025, -3.595010, 2.568092)
O (-1.829169, 1.188271, -1.414502)
H (-2.790916, 0.967600, -1.230439)
H (2.094392, 0.885284, 1.468260)
O (-0.310095, -2.484358, -0.658080)
H (2.873554, 2.154116, 2.042806)
H (1.475893, 1.870710, -1.492693)
O (-1.850487, -1.896091, 4.465773)
H (-1.543222, -2.727737, 4.433169)
H (-1.217523, -2.317080, -0.553149)
O (-0.578088, 3.287476, 3.159588)
H (-0.068259, 3.573815, 3.837619)
H (-0.306027, 2.785520, -1.935780)
O (-0.107063, -4.212520, -2.540189)
H (0.665902, -0.984615, -1.502513)
H (0.455899, -3.647416, -2.823669)
O (0.945854, -0.904240, -2.371674)
H (-4.554432, -1.021617, -2.515157)
H (0.887163, -1.692566, -2.882533)
O (-1.622779, 0.729802, -3.994343)
H (-1.288850, -0.116437, -4.359980)
H (0.248161, 3.548048, 2.690109)
O (3.656702, -1.589175, 0.973362)
H (4.321812, -2.283812, 0.819521)
H (2.713078, -2.075788, 1.114545)
H (-0.202549, -2.614489, 0.319956)
H (-0.182751, -4.294418, -1.617547)

Cartesian forces (eV/Å) of the 2 atoms listed first:
6.0115 -0.1500 -1.8113
0.0867 0.0087 0.8192

No. 2
Computed, not measured: a 2-piece molecular cluster, C5H10O2 overall, with ωB97M-V/def2-TZVPD.

## Properties
**Net charge**: 0
**E_LUMO**: 0.86 eV
**HOMO level**: -8.589 eV
**Relative energy (zero: lowest compared OMol25 entry of this formula, charge and spin)**: 265.9 kJ/mol
**Structure (SMILES)**: C/C=C/O.C=CO

Cartesian coordinates (Å):
C (-0.500784, 1.439756, -1.741005)
C (0.007234, 2.607347, -1.374636)
O (-0.532031, 3.353070, -0.361946)
H (0.032954, 0.850238, -2.471904)
H (-1.349158, 0.997765, -1.238148)
H (0.933995, 2.983956, -1.792923)
H (-0.160851, 4.229714, -0.412766)
C (0.695659, -0.468586, 2.012430)
C (-0.007107, -1.262499, 0.961139)
C (0.351233, -2.508557, 0.694758)
O (-0.170932, -3.230905, -0.341718)
H (0.055218, -0.169740, 2.843779)
H (1.567074, -0.994325, 2.402335)
H (1.072652, 0.479795, 1.616290)
H (-0.768645, -0.763741, 0.382170)
H (1.170049, -2.991053, 1.215938)
H (-0.088836, -4.166504, -0.170820)

Cartesian forces (eV/Å) of the 2 atoms listed first:
0.3815 -0.0050 0.1698
-0.0717 -0.4178 0.2118

No. 3
Computed, not measured: a single C13H19Cl molecule, with ωB97M-V/def2-TZVPD.

## Properties
**Net charge**: 0
**E_LUMO**: 0.84 eV
**HOMO level**: -8.852 eV
**Relative energy (zero: lowest compared OMol25 entry of this formula, charge and spin)**: 0.0 kJ/mol
**Structure (SMILES)**: CCC(Cl)(CC)c1c(C)cccc1C

Cartesian coordinates (Å):
C (-3.675676, -0.249665, 0.827495)
C (-2.860715, 0.833694, 0.993814)
C (-3.009280, -1.409640, 0.383457)
C (-1.526460, 0.853437, 0.738435)
C (-1.662522, -1.501859, 0.153519)
C (-0.877406, -0.356853, 0.442072)
C (-1.089522, 2.239455, 0.421018)
C (-1.186809, -2.845983, -0.320725)
C (2.917834, 0.385308, 1.792971)
C (0.418327, 0.268490, -2.068423)
C (1.561270, 0.684940, 1.176384)
C (1.399023, -0.458818, -1.130493)
C (0.926369, -0.454471, 0.297554)
Cl (1.369713, -2.050561, 1.139402)
H (-4.742061, -0.226769, 0.714932)
H (-3.265910, 1.827361, 1.026510)
H (-3.573785, -2.239968, 0.185759)
H (-1.039892, 2.859145, 1.158839)
H (-0.026606, 2.248901, -0.002410)
H (-1.826489, 2.534431, -0.302449)
H (-2.069651, -3.305708, -0.733426)
H (-0.384330, -2.661803, -1.144431)
H (-0.849159, -3.371864, 0.602951)
H (2.920685, -0.083553, 2.782970)
H (3.478518, 1.328284, 2.047040)
H (3.444618, -0.422140, 1.134798)
H (-0.773903, 0.175376, -1.889281)
H (0.582699, 1.338303, -1.929327)
H (0.768073, 0.168427, -3.033332)
H (1.630448, 1.616966, 0.675730)
H (0.891277, 0.671990, 2.054092)
H (2.289794, 0.107120, -1.263418)
H (1.629499, -1.500908, -1.570105)

Cartesian forces (eV/Å) of the 2 atoms listed first:
1.3676 -1.4459 -1.0186
-1.8990 0.7203 -0.1583

No. 4
Computed, not measured: H30O27S3Zn2 as an isolated structure, with ωB97M-V/def2-TZVPD.

## Properties
**Net charge**: -2
**E_LUMO**: 2.70 eV
**HOMO level**: -2.468 eV
**Relative energy (zero: lowest compared OMol25 entry of this formula, charge and spin)**: 485.6 kJ/mol

Cartesian coordinates (Å):
Zn (-2.197174, 1.807193, -3.182808)
Zn (0.127476, -0.077337, 0.117942)
S (-2.925964, 0.531193, -0.260988)
O (-1.738224, 0.314713, 0.516252)
O (-3.224334, -0.744747, -0.884708)
O (-4.048244, 0.962853, 0.572952)
O (-2.610344, 1.506723, -1.291418)
S (-0.496134, -1.139707, -2.859358)
O (-0.021894, -0.996967, -1.487478)
O (-1.266474, 0.062163, -3.262298)
O (0.666346, -1.274367, -3.700488)
O (-1.372044, -2.280577, -2.964308)
S (0.126076, 2.789523, -1.421438)
O (-0.338474, 3.914433, -0.655368)
O (0.307036, 1.577553, -0.697578)
O (-0.680054, 2.605013, -2.589038)
O (1.384546, 3.491223, -1.766058)
O (2.095126, -0.578457, 0.032982)
H (2.403126, -1.285407, -0.534108)
H (2.855706, -0.006997, 0.138762)
O (-0.102614, -1.778257, 1.160002)
H (-0.487234, -1.546757, 2.005412)
H (-0.493314, -2.624527, 0.942262)
O (-1.014114, -3.931917, -0.915118)
H (-1.850444, -4.396727, -0.887948)
H (-1.051534, -3.417527, -1.721498)
O (2.501906, 0.679683, -2.758228)
H (1.847946, 0.014203, -2.544478)
H (2.190866, 1.067853, -3.576028)
O (-1.367324, -1.805077, 3.940462)
H (-0.620834, -1.283337, 4.235022)
H (-2.063474, -1.165227, 3.791462)
O (5.052806, -0.175077, 0.448592)
H (5.534016, -0.130997, -0.377688)
H (5.028006, -1.107757, 0.662412)
O (3.245446, 2.087923, -0.445218)
H (3.145316, 1.385113, -1.087298)
H (2.599086, 2.744333, -0.705158)
O (-2.587904, 0.472393, 3.297792)
H (-2.502764, 0.132713, 2.406952)
H (-3.076574, 1.289323, 3.197462)
O (-3.343634, -2.258927, 1.615772)
H (-4.143314, -2.647867, 1.261552)
H (-2.940364, -1.816977, 0.868592)
O (2.273996, -3.045097, -1.106618)
H (2.394476, -3.840897, -0.588528)
H (1.337076, -2.858757, -1.045918)
O (0.774826, 0.827983, 1.973242)
H (1.350306, 0.370023, 2.585882)
H (0.618686, 1.679543, 2.381512)
O (0.737386, -0.269197, 4.609472)
H (1.547286, 0.129733, 4.927492)
H (0.096586, 0.441633, 4.627392)
O (-1.399824, 3.888483, 1.988102)
H (-0.674734, 4.465723, 2.227422)
H (-1.284914, 3.735003, 1.050292)
O (2.989776, -3.117847, -3.680278)
H (3.017926, -2.339627, -4.236888)
H (2.633436, -2.805327, -2.848658)
O (-3.126224, 4.261353, -0.360218)
H (-3.577934, 3.419773, -0.423068)
H (-2.254184, 4.092913, -0.717158)

Cartesian forces (eV/Å) of the 2 atoms listed first:
0.6766 -2.6152 2.1232
-0.2222 0.1045 0.9604

No. 5
Computed, not measured: a 2-piece molecular cluster, C4H4BrCl3O overall, with ωB97M-V/def2-TZVPD.

## Properties
**Net charge**: 0
**E_LUMO**: 0.22 eV
**HOMO level**: -10.238 eV
**Relative energy (zero: lowest compared OMol25 entry of this formula, charge and spin)**: 137.5 kJ/mol
**Structure (SMILES)**: C=C1O[C@H]1Br.ClC(Cl)Cl

Cartesian coordinates (Å):
C (-0.862072, 1.695673, -0.477169)
C (-1.053838, 0.320429, -0.194506)
C (-0.970638, -0.967614, -0.411701)
C (2.388054, -0.744568, -1.602492)
O (-1.187606, 1.251796, 0.784232)
Cl (2.061273, -2.496466, -1.749365)
Cl (2.301768, 0.071446, -3.203253)
Cl (4.063956, -0.589237, -0.836139)
Br (0.916014, 2.694911, -0.625330)
H (-1.633982, 2.237937, -1.012636)
H (1.515831, -0.345498, -0.913954)
H (-0.524891, -1.246054, -1.389564)
H (-1.125448, -1.680430, 0.295091)

Cartesian forces (eV/Å) of the 2 atoms listed first:
1.0423 1.5476 -1.4969
1.2593 -0.2556 -0.1457

No. 6
Computed, not measured: a single C4H7N3S molecule, with ωB97M-V/def2-TZVPD.

## Properties
**Net charge**: 0
**E_LUMO**: -1.33 eV
**HOMO level**: -8.590 eV
**Relative energy (zero: lowest compared OMol25 entry of this formula, charge and spin)**: 412.9 kJ/mol
**Structure (SMILES)**: C/C(C=S)=N/N=C\N

Cartesian coordinates (Å):
C (1.480620, 1.536739, 0.017837)
C (1.008378, 0.136744, -0.083237)
C (1.888784, -0.958246, -0.267435)
C (-2.111386, -1.179583, 0.128890)
H (2.363927, 1.849721, -0.647801)
H (0.594314, 2.169162, -0.201954)
H (1.983948, 1.769089, 1.054520)
H (1.745534, -2.097105, -0.428237)
H (-2.784297, -2.033410, 0.173940)
H (-3.685610, 0.053813, 0.245478)
H (-2.126742, 0.879744, -0.336669)
N (-0.307339, 0.031009, -0.084439)
N (-0.871344, -1.273326, -0.110271)
N (-2.686887, -0.006627, 0.310639)
S (3.508097, -0.877721, 0.228742)

Cartesian forces (eV/Å) of the 2 atoms listed first:
2.1909 1.8670 0.8362
-3.1719 0.0953 -0.9514

No. 7
Computed, not measured: C6H13N2O2 as an isolated structure, with ωB97M-V/def2-TZVPD.

## Properties
**Net charge**: +1
**E_LUMO**: -3.51 eV
**HOMO level**: -14.236 eV
**Relative energy (zero: lowest compared OMol25 entry of this formula, charge and spin)**: 254.7 kJ/mol

Cartesian coordinates (Å):
C (1.012109, 1.731675, -0.159225)
C (-1.154686, 0.987299, 0.261869)
C (1.321792, 0.125420, -0.034569)
C (2.079951, -0.060689, 1.334703)
C (2.066469, -0.318790, -1.274212)
C (-3.221596, -0.053925, 0.062682)
N (-0.358944, 1.928433, -0.163641)
N (0.032487, -0.517930, -0.100124)
O (1.762825, 2.595917, -0.329310)
O (-2.271974, 0.774529, -0.424059)
H (-1.161835, 0.796175, 1.309359)
H (1.798434, -1.086743, 1.685201)
H (1.760094, 0.615412, 2.131524)
H (3.172891, 0.019092, 1.294557)
H (2.257045, -1.346112, -1.022207)
H (3.014447, 0.304345, -1.160114)
H (1.392420, -0.060238, -2.135427)
H (-2.850217, -0.901072, 0.841519)
H (-3.662932, -0.560339, -0.733510)
H (-4.032162, 0.455557, 0.687041)
H (-0.767872, 2.586277, -0.823403)
H (-0.023218, -1.337380, 0.507115)
H (-0.185785, -0.752550, -1.046827)

Cartesian forces (eV/Å) of the 2 atoms listed first:
-0.7027 -3.3312 0.0638
-1.9138 -3.0837 0.3417

No. 8
Computed, not measured: C28H24Cl5N4O2S3Se2V as an isolated structure, with ωB97M-V/def2-TZVPD.

## Properties
**Net charge**: 0
**2S+1**: 3
**E_LUMO (spin up / spin down)**: -0.18 / -0.10 eV
**HOMO level (spin up / spin down)**: -7.684 / -8.113 eV
**Relative energy (zero: lowest compared OMol25 entry of this formula, charge and spin)**: 72.5 kJ/mol

Cartesian coordinates (Å):
V (0.332263, 0.108016, 0.516772)
C (5.394133, -0.676649, 3.875406)
Se (4.670180, 0.873167, 2.947210)
C (2.867791, 0.751255, 3.714645)
C (2.052612, 2.007014, 3.396568)
Se (0.297843, 1.524729, 2.623751)
C (-0.276957, 3.344061, 2.300595)
H (4.779331, -1.545402, 3.650681)
H (5.413218, -0.479918, 4.944520)
H (6.405619, -0.836632, 3.511648)
H (2.999565, 0.614624, 4.786251)
H (2.399940, -0.148753, 3.307465)
H (2.564567, 2.658377, 2.690960)
H (1.841320, 2.579715, 4.296967)
H (0.447252, 3.864698, 1.679965)
H (-0.380787, 3.841322, 3.261702)
H (-1.237322, 3.304465, 1.801945)
S (-1.647104, -3.646438, 1.726496)
C (-1.196819, -2.883117, 3.197656)
C (-0.482569, -1.742285, 2.995759)
C (-0.257149, -1.448029, 1.620174)
C (-0.845245, -2.401891, 0.824800)
C (-0.683691, -2.302107, -0.600409)
C (-1.219806, -3.155151, -1.561527)
C (-0.929221, -2.931450, -2.891710)
C (-0.078315, -1.886571, -3.229216)
C (0.423743, -1.085318, -2.222981)
N (0.102374, -1.254401, -0.936259)
H (-1.494678, -3.331134, 4.133311)
H (-0.135508, -1.125621, 3.813205)
H (-1.848676, -3.977762, -1.247532)
H (-1.340942, -3.571894, -3.660804)
H (0.190787, -1.692749, -4.257531)
H (1.093667, -0.266144, -2.435944)
Cl (2.057279, 2.608335, -0.019256)
C (2.916055, 1.129234, -0.233735)
C (2.299600, -0.040669, 0.218075)
C (3.104131, -1.190233, 0.126007)
Cl (2.513658, -2.692229, 0.735305)
C (4.385143, -1.182232, -0.415818)
Cl (5.317229, -2.625326, -0.482660)
C (4.916008, 0.002919, -0.915356)
Cl (6.479593, 0.025898, -1.621669)
C (4.175603, 1.172444, -0.817950)
Cl (4.825640, 2.655144, -1.390932)
N (-6.295463, -1.801343, -2.942973)
C (-5.370991, -1.104666, -2.215915)
C (-5.160988, 0.260860, -2.457559)
C (-4.236394, 0.970189, -1.722032)
C (-3.486731, 0.324743, -0.743478)
C (-3.694235, -1.021313, -0.481258)
C (-4.623370, -1.732976, -1.210894)
S (-2.310067, 1.247391, 0.191762)
O (-2.810927, 2.592878, 0.301848)
O (-2.036052, 0.540278, 1.427441)
N (-0.901609, 1.195134, -0.594203)
C (-0.627016, 2.016527, -1.660559)
S (-1.599503, 3.421603, -2.126834)
C (-0.495899, 3.720978, -3.421559)
C (0.494915, 2.806980, -3.404075)
N (0.408037, 1.848287, -2.429525)
H (-6.866372, -1.331560, -3.618148)
H (-6.504852, -2.756094, -2.726332)
H (-5.746051, 0.764044, -3.217983)
H (-4.106522, 2.031710, -1.874098)
H (-3.151534, -1.495539, 0.325626)
H (-4.791805, -2.781122, -0.993200)
H (-0.631952, 4.563928, -4.078450)
H (1.334029, 2.773755, -4.084180)

Cartesian forces (eV/Å) of the 2 atoms listed first:
0.0230 0.5329 1.2633
-0.1592 0.1209 -0.0421